Record 1
A 4-piece molecular cluster, C2H11NO4 overall. Source: OMol25; level of theory: ωB97M-V/def2-TZVPD.

```
! RIJCOSX wB97M-V def2-TZVPD def2/J DEFGRID3
* xyz 0 1
C -1.1224 1.0820 0.8290
N -0.1666 0.1265 0.6134
C 0.7940 -0.0104 1.7690
O -1.9048 1.3547 -0.1277
H -1.0449 1.7953 1.6947
H -0.0131 -0.4411 -0.2033
H 0.7911 -1.0080 2.1271
H 0.4244 0.5463 2.7316
H 1.8626 0.3454 1.6197
H 1.1061 0.2692 -2.1516
H 0.1930 -0.8056 -2.3529
O 0.9592 -0.6107 -2.0042
H -1.1564 2.2543 -2.6601
H -0.3851 1.9891 -1.4548
O -0.2351 2.0910 -2.3754
H 0.1062 -3.2561 1.3811
H 0.2541 -2.6477 0.0090
O -0.4623 -3.0741 0.5555
*
```

As for the structure (SMILES): CNC=O.O.O.O. The value obtained for the relative energy (zero: lowest compared OMol25 entry of this formula, charge and spin) is 52.6 kcal/mol.

Record 2
A 2-piece molecular cluster, C23H32NO7P overall. Source: OMol25; level of theory: ωB97M-V/def2-TZVPD.

```
! RIJCOSX wB97M-V def2-TZVPD def2/J DEFGRID3
* xyz 0 1
C -2.6306 2.9013 2.1913
C -2.9184 3.5616 0.7959
O -2.2923 4.4949 0.3684
O -3.9490 3.0482 0.0018
C -3.4184 2.3752 -1.1841
C -3.6372 0.8332 -0.9891
C -2.4441 0.1162 -0.2054
C -1.9249 -1.1695 -0.9445
P -0.9757 -0.8777 -2.5332
C -1.9552 -0.6676 -4.1220
C -1.9720 0.7736 -4.7497
N -0.6675 1.2363 -5.2532
C -0.9980 -2.7943 -2.8163
C 0.1068 -3.4530 -1.8847
O -0.4256 -4.6934 -1.3599
O -0.7931 0.8567 -2.2656
C 0.5132 1.1980 -1.9708
O 1.2576 1.4940 -2.8760
C 1.1063 1.2368 -0.5469
C 1.7506 2.4932 -0.1388
C 2.3685 2.5977 1.1672
C 2.3801 1.4925 2.1173
C 1.7100 0.2576 1.7348
C 1.0869 0.1560 0.4152
H -3.5411 2.3246 2.4815
H -1.7470 2.2238 2.0600
H -2.4249 3.7246 2.9191
H -2.3673 2.6701 -1.4096
H -4.1060 2.6922 -2.0183
H -3.8524 0.3233 -1.9686
H -4.5795 0.7195 -0.3852
H -1.6480 0.8317 0.1123
H -2.9203 -0.2477 0.7535
H -1.3886 -1.8101 -0.1949
H -2.8418 -1.7627 -1.2285
H 0.4528 -0.9954 -2.4724
H -1.5924 -1.3636 -4.9280
H -3.0259 -0.9592 -3.9298
H -2.6508 0.7114 -5.6551
H -2.4713 1.5299 -4.0792
H -0.4282 2.1632 -4.9170
H 0.0769 0.5649 -5.0893
H -2.0191 -3.2267 -2.6642
H -0.6937 -3.0453 -3.8736
H 0.3801 -2.8105 -1.0109
H 1.0544 -3.6187 -2.4699
H -0.8080 -5.1470 -2.1280
H 1.7705 3.3726 -0.8253
H 2.8742 3.5438 1.4712
H 2.8794 1.5632 3.1173
H 1.6652 -0.6344 2.3980
H 0.5862 -0.8043 0.1718
C 4.3019 -0.8806 6.2610
C 4.4928 -2.1922 6.3893
C 4.5454 -3.0805 5.2052
O 4.7174 -4.2756 5.3215
C 4.3795 -2.4533 3.8736
C 4.1885 -1.1414 3.7454
C 4.1356 -0.2541 4.9300
O 3.9635 0.9447 4.8162
H 4.2599 -0.2164 7.1149
H 4.6168 -2.6666 7.3546
H 4.4218 -3.1173 3.0193
H 4.0652 -0.6672 2.7802
*
```

As for the structure (SMILES): CC(=O)OCCCC[PH](CCN)(CCO)OC(=O)c1ccccc1.O=C1C=CC(=O)C=C1. The value obtained for the relative energy (zero: lowest compared OMol25 entry of this formula, charge and spin) is 146.1 kcal/mol.

Record 3
C23H49FInO23 as an isolated structure. Source: OMol25; level of theory: ωB97M-V/def2-TZVPD.

```
! RIJCOSX wB97M-V def2-TZVPD def2/J DEFGRID3
* xyz -1 1
C 0.9570 -1.2052 -0.5469
C 0.3087 -2.5227 -0.1148
F 1.1229 -3.0636 0.9539
In -1.8131 -2.3373 0.4970
O -2.2472 -0.3159 0.6287
O -2.9341 -3.0366 -1.1082
H 1.7808 -0.9820 0.1389
H 0.2735 -0.3498 -0.4854
H 1.3521 -1.2377 -1.5694
H 0.4014 -3.2504 -0.9304
H -2.1699 -3.1521 1.9936
H -2.3166 0.0251 -0.2641
H -2.8723 -2.3993 -1.8208
C -1.1518 -4.5766 -3.8993
O -1.1326 -3.9571 -5.2023
C -0.4130 -2.8480 -5.2752
O 0.2328 -2.3435 -4.3958
O -0.5187 -2.3650 -6.5252
C 0.2070 -1.1502 -6.7375
H -1.7696 -5.4617 -4.0112
H -0.1426 -4.8554 -3.6027
H -1.5813 -3.9079 -3.1571
H 1.2698 -1.3028 -6.5583
H -0.1539 -0.3676 -6.0729
H 0.0257 -0.8878 -7.7755
C 1.8441 2.4734 4.2798
O 2.0482 1.1664 4.8280
C 1.7793 0.1695 3.9758
O 1.4206 0.3044 2.8336
O 1.9492 -0.9807 4.6159
C 1.6290 -2.1516 3.8407
H 2.0914 3.1593 5.0849
H 2.4957 2.6353 3.4268
H 0.8066 2.5995 3.9721
H 2.2441 -2.2119 2.9470
H 0.5838 -2.1560 3.5423
H 1.8359 -2.9886 4.5009
C -3.9536 3.7525 6.6049
O -3.1288 2.7090 6.0947
C -3.0564 2.6631 4.7526
O -3.6326 3.4364 4.0218
O -2.2722 1.6736 4.4043
C -2.1179 1.4679 2.9744
H -3.9169 3.6433 7.6850
H -3.5713 4.7298 6.3118
H -4.9763 3.6509 6.2447
H -1.7005 2.3683 2.5291
H -3.0689 1.2214 2.5149
H -1.4373 0.6332 2.8626
C 3.8564 -3.1854 -0.9587
O 5.0499 -2.7439 -0.2808
C 5.5653 -3.5973 0.5861
O 5.1894 -4.7191 0.8088
O 6.6077 -3.0045 1.1893
C 7.2498 -3.8197 2.1711
H 3.5918 -2.3619 -1.6131
H 4.0494 -4.0881 -1.5349
H 3.0633 -3.3545 -0.2356
H 7.6395 -4.7307 1.7197
H 6.5521 -4.0884 2.9624
H 8.0576 -3.2093 2.5637
C -1.0864 10.4044 3.8532
O -1.2163 9.1201 3.2416
C -2.3444 8.4721 3.5597
O -3.2003 8.9031 4.2924
O -2.3468 7.3043 2.9428
C -3.5066 6.4878 3.1944
H -0.1356 10.7922 3.5004
H -1.9034 11.0581 3.5526
H -1.0862 10.3154 4.9382
H -4.4021 7.0078 2.8603
H -3.5867 6.2633 4.2544
H -3.3488 5.5709 2.6394
C -3.0507 -4.4425 -7.5754
O -4.1451 -5.0476 -8.2915
C -4.6684 -6.1073 -7.6916
O -4.2975 -6.6025 -6.6590
O -5.6907 -6.5534 -8.4327
C -6.3493 -7.6977 -7.8828
H -2.7242 -3.6172 -8.1988
H -3.3831 -4.0819 -6.6057
H -2.2452 -5.1581 -7.4336
H -6.7601 -7.4688 -6.9013
H -5.6559 -8.5316 -7.7895
H -7.1423 -7.9340 -8.5859
C 3.5846 5.4844 0.3835
O 3.9186 4.2625 1.0476
C 3.9745 3.1971 0.2367
O 3.7994 3.2266 -0.9540
O 4.2605 2.1308 0.9685
C 4.2806 0.8941 0.2354
H 3.5780 6.2393 1.1639
H 4.3262 5.7224 -0.3771
H 2.6058 5.4093 -0.0865
H 5.0278 0.9372 -0.5544
H 3.3012 0.6962 -0.1922
H 4.5365 0.1290 0.9610
*
```

Record 4
The molecule C5H7ClN2. Source: OMol25; level of theory: ωB97M-V/def2-TZVPD.

```
! RIJCOSX wB97M-V def2-TZVPD def2/J DEFGRID3
* xyz 0 1
C 0.1180 0.2930 -1.5246
C 0.0517 1.1883 0.4010
C -0.1795 -0.2672 0.5625
C 0.2091 2.1226 1.5802
C -0.1774 -2.2217 -1.0429
N 0.1254 1.3877 -0.9505
N -0.1749 -0.7186 -0.6645
Cl -0.5644 -1.2101 1.8871
H 0.3047 0.1960 -2.6058
H 1.3300 2.4012 1.5429
H -0.3356 3.1438 1.5969
H -0.0699 1.6035 2.4907
H 0.8391 -2.7281 -1.2088
H -0.6586 -2.8123 -0.1160
H -0.8176 -2.3782 -1.9482
*
```

As for the structure (SMILES): Cc1ncn(C)c1Cl. The value obtained for the relative energy (zero: lowest compared OMol25 entry of this formula, charge and spin) is 34.2 kcal/mol.

These records have highest occupied orbital energy values of -9.92, -8.72, -5.06, -7.94 eV, in the order they appear.
These records have energy values of -11931.4762, -49477.2902, -79631.0772, -20799.7863 eV, in the order they appear.